(1)
Molecular formula: C28H34MnN7SSi2
Method: DFT, the ωB97M-V functional and the def2-TZVPD basis

The geometry in ORCA input format:
```
! RIJCOSX wB97M-V def2-TZVPD def2/J DEFGRID3
* xyz -1 2
Mn -0.45263 -0.33022 0.02522
C 3.40646 -1.79248 4.07459
C 3.73549 -0.97509 3.00998
C 2.74673 -0.27863 2.31350
C 1.38716 -0.41966 2.62475
C 1.08159 -1.23498 3.73420
C 2.06240 -1.89898 4.43931
N 0.34982 0.15466 1.87889
C -0.56155 0.88927 2.61504
C -0.31050 1.58250 3.80964
C -1.32865 2.28691 4.43175
C -2.61302 2.32643 3.88549
C -2.88153 1.65570 2.70219
C -1.85696 0.96403 2.06556
N -1.96078 0.25867 0.86605
N -3.22808 -0.06845 0.48526
C -3.14486 -1.10597 -0.32240
C -4.31236 -1.73986 -0.85429
C -4.19402 -2.89857 -1.54677
C -2.90403 -3.46473 -1.74082
C -1.82069 -2.79100 -1.26770
N -1.88669 -1.60825 -0.59260
H 4.17240 -2.32652 4.62305
H 4.77388 -0.84059 2.72633
H 3.04483 0.42223 1.54526
H 0.03905 -1.35866 4.00238
H 1.77647 -2.53542 5.26866
H 0.68131 1.55148 4.24705
H -1.11901 2.81267 5.35674
H -3.39883 2.88073 4.38509
H -3.86432 1.65932 2.25175
H -5.26706 -1.27140 -0.65715
H -5.07483 -3.39691 -1.93444
H -2.76913 -4.41127 -2.24628
H -0.82984 -3.20371 -1.37371
C -2.31049 0.08054 -3.10437
Si -0.58111 -0.05126 -2.35097
C 0.33440 -1.49355 -3.23750
C 0.27816 1.45501 -3.10952
C 0.49871 1.67802 -4.47627
C 1.07165 2.85961 -4.91543
C 1.42447 3.84231 -3.98745
C 1.20386 3.62842 -2.63708
C 0.63621 2.42842 -2.18267
Si 0.27114 1.96350 -0.37644
C 1.89999 2.49443 0.44712
C -0.95659 3.29665 0.14878
H -2.21059 0.27394 -4.17892
H -2.84002 0.93093 -2.66265
H -2.92678 -0.81050 -2.97134
H -0.23998 -1.82074 -4.11001
H 0.51307 -2.37342 -2.61948
H 1.30691 -1.14554 -3.60856
H 0.21523 0.92189 -5.20534
H 1.24082 3.02782 -5.97352
H 1.86781 4.77167 -4.32854
H 1.48121 4.40652 -1.92913
H 2.07405 3.54822 0.19927
H 2.76277 1.93760 0.06420
H 1.86851 2.39851 1.53456
H -0.55014 4.25717 -0.19010
H -1.12536 3.35933 1.22436
H -1.92396 3.14412 -0.33887
N 1.56827 -1.17249 -0.48448
N 2.14869 -2.45419 -0.49157
C 1.72598 -3.46064 0.32718
N 2.60104 -4.51962 0.32422
S 0.30078 -3.50764 1.13903
H 1.72130 -0.78236 -1.40610
H 2.05827 -0.60422 0.19682
H 3.12690 -2.45523 -0.73651
H 3.57523 -4.34942 0.13309
H 2.41131 -5.19706 1.04263
*
```

- highest occupied orbital energy (alpha / beta) (eV) = -3.56 / -3.52
- HOMO-LUMO gap (alpha / beta) (eV) = 5.85 / 5.80
- energy above the lowest of the compared OMol25 structures with the same formula, charge and spin (kJ/mol) = 31.9

(2)
Molecular formula: C28H34N4O2
Method: DFT, the ωB97M-V functional and the def2-TZVPD basis

The geometry in ORCA input format:
```
! RIJCOSX wB97M-V def2-TZVPD def2/J DEFGRID3
* xyz 0 1
C 6.30887 3.85525 1.81222
C 6.33515 3.05817 2.98861
H 7.29177 3.29415 3.43351
C 6.45313 1.60787 2.73079
N 5.22628 1.32873 2.08896
C 4.17464 1.14171 2.83293
O 4.15145 1.33684 4.13021
C 2.89700 1.04592 1.94483
C 2.47548 -0.09563 1.37877
C 0.99379 -0.35363 1.00035
C 0.94012 -1.24538 -0.26930
C -0.33634 -1.25838 -0.71895
C -1.67384 -0.58127 0.09663
C -1.32757 -0.12989 1.13029
C -0.05762 0.27351 1.65027
N 0.10149 0.60787 3.05629
C 0.89502 1.48651 3.42264
N 1.23674 1.75789 4.67521
H 0.74237 1.19221 5.10529
H 2.22848 1.95013 4.82197
C 1.96158 2.17492 2.23379
H 2.57604 2.81591 2.68139
H 1.41339 2.22356 1.29108
H -2.09828 0.18333 1.82692
C -2.84786 -0.74942 -0.76548
C -3.88772 0.15946 -0.50818
C -5.20368 0.13439 -0.80198
C -5.48517 -1.17762 -1.69049
C -4.59315 -2.26779 -1.48660
C -3.41432 -2.13652 -1.04520
H -2.65517 -2.93706 -1.24144
H -4.95392 -3.01149 -2.05292
C -6.94897 -1.27265 -2.04164
O -7.92548 -0.89180 -1.18568
N -7.12070 -1.60649 -3.21603
C -6.06035 -1.86652 -4.48027
C -6.89178 -1.17739 -5.68127
H -6.40560 -1.94695 -6.38006
C -8.22936 -1.92537 -5.35250
H -8.87416 -1.52091 -5.93384
C -8.57452 -1.80189 -3.73342
H -8.88896 -2.68413 -3.24525
H -8.90141 -0.71502 -3.53164
H -8.29385 -2.91558 -5.41994
H -6.79830 -0.17270 -5.68296
H -5.42658 -1.09631 -4.12549
H -5.89301 -2.78428 -4.34861
H -5.98725 0.88210 -0.79180
H -3.48241 1.15997 -0.15055
H -0.48336 -1.93495 -1.52254
H 1.63516 -1.58227 -0.73966
H 3.09251 -0.97930 1.16555
C 5.33186 0.80493 0.46396
H 4.37425 0.56656 0.30176
C 6.19336 -0.56555 0.46680
C 5.78532 -1.95137 1.09029
H 6.49984 -2.43248 1.04901
H 4.94160 -2.08663 0.65097
H 5.58740 -1.58868 2.05544
H 6.26028 -0.91343 -0.58273
H 7.25237 -0.18949 0.76228
H 5.88877 1.53733 0.14145
H 7.34933 1.39828 2.07240
H 6.70980 0.99028 3.82308
H 5.56109 3.28968 3.80374
H 7.11239 3.73950 1.17066
H 5.36601 3.72912 1.37690
H 6.37657 4.82011 1.99917
*
```

- highest occupied orbital energy (eV) = -7.77
- SMILES = CCCN(CCC)C(=O)C1=Cc2ccc(-c3ccc(C(=O)N4CCCC4)cc3)cc2N=C(N)C1
- HOMO-LUMO gap (eV) = 7.56
- energy above the lowest of the compared OMol25 structures with the same formula, charge and spin (kJ/mol) = 2016.3

(3)
Molecular formula: C28H34NOV
Method: DFT, the ωB97M-V functional and the def2-TZVPD basis

The geometry in ORCA input format:
```
! RIJCOSX wB97M-V def2-TZVPD def2/J DEFGRID3
* xyz -1 4
C 2.36586 -0.07396 1.59377
C 2.21415 -0.85261 0.40833
C 1.69349 0.00490 -0.62626
H 2.52175 -1.88550 0.28467
C 1.52015 1.31615 -0.05443
C 1.98244 1.26746 1.29120
H 1.17228 2.19615 -0.59546
C -1.31884 -1.81595 2.01508
C -0.09774 -2.37924 1.53292
C -0.13813 -2.32062 0.09020
H 0.67093 -2.86926 2.12795
C -1.34463 -1.63440 -0.29709
C -2.04083 -1.28924 0.91321
H 1.58517 -0.24207 -1.67967
H 1.99267 2.10401 1.98515
H 2.73290 -0.44462 2.54679
H -3.00918 -0.78765 0.94304
H 0.52723 -2.84608 -0.59465
H -1.64027 -1.79174 3.05292
V 0.24509 -0.24733 0.94253
C -1.89564 -1.45026 -1.70100
C -3.40793 -1.72303 -1.71242
C -1.23650 -2.39474 -2.71924
H -3.58617 -2.76080 -1.40089
H -3.78346 -1.57661 -2.73065
H -3.94557 -1.04726 -1.03878
H -1.40480 -3.43803 -2.42082
H -0.15757 -2.21250 -2.82071
H -1.71490 -2.22586 -3.69375
C -1.58114 0.01152 -2.10489
C -2.12076 0.48548 -3.45659
H -0.48469 0.13970 -2.12008
H -1.97854 0.71659 -1.34972
O -3.03370 -0.04800 -4.08449
N -1.50579 1.60164 -3.96643
C -0.36251 2.32377 -3.41276
H -1.98987 2.02590 -4.74815
C 0.96649 1.73076 -3.83090
C 2.15254 2.37552 -3.46459
H 2.08710 3.31045 -2.90310
C 3.38972 1.83769 -3.82347
H 4.30934 2.33078 -3.50066
C 3.44904 0.67558 -4.60504
H 4.41470 0.26774 -4.91091
C 2.26631 0.04348 -5.00285
H 2.28598 -0.85869 -5.61763
C 1.02705 0.57558 -4.61904
H 0.10079 0.10985 -4.96194
H -0.42776 2.35373 -2.31136
H -0.42313 3.36604 -3.75606
C 1.04614 -0.22501 5.72532
C -0.22480 0.54147 5.33080
C -1.48756 -0.15925 5.83757
C -0.16343 1.95506 5.90996
C -0.25371 0.60789 3.88018
C -0.20313 0.62887 2.65753
H 1.11064 -0.33519 6.81340
H 1.93073 0.32694 5.38630
H 1.06562 -1.22347 5.27448
H -1.45535 -0.25415 6.92905
H -2.37167 0.43192 5.57415
H -1.59329 -1.16145 5.40957
H 0.72347 2.48304 5.54445
H -1.05717 2.52226 5.63164
H -0.10958 1.90668 7.00430
*
```

- highest occupied orbital energy (alpha / beta) (eV) = -1.22 / -3.76
- HOMO-LUMO gap (alpha / beta) (eV) = 3.92 / 6.45

(4)
Molecular formula: C28H35AsBrGePdSi2
Method: DFT, the ωB97M-V functional and the def2-TZVPD basis

The geometry in ORCA input format:
```
! RIJCOSX wB97M-V def2-TZVPD def2/J DEFGRID3
* xyz 3 1
Pd -1.53207 -1.47822 -1.69514
Br -1.80758 1.13842 -2.74616
C -0.05708 0.92249 -3.48080
C 0.38491 1.96464 -4.24927
C 1.66243 1.92004 -4.82884
C 2.47083 0.84262 -4.60611
C 2.03172 -0.23286 -3.80692
C 2.90867 -1.33091 -3.57926
C 2.54212 -2.38704 -2.80964
C 1.24345 -2.40509 -2.24636
C 0.32164 -1.38053 -2.46806
C 0.73092 -0.22621 -3.22980
H -0.24826 2.82713 -4.40715
H 1.99702 2.74762 -5.43893
H 3.46238 0.79818 -5.03774
H 3.89386 -1.29598 -4.02759
H 3.21802 -3.20998 -2.62209
H 0.97402 -3.22504 -1.59198
C 2.08873 7.80395 12.59272
Si 3.50596 6.66803 12.72029
C 5.10872 7.14976 12.00316
C 3.36863 5.13380 13.69069
As -0.45391 -0.62777 0.15321
Si -2.48050 -1.42829 1.19134
C -3.76993 -1.37462 -0.18228
C -2.96596 -0.33451 2.60302
C -2.02458 -3.17319 1.66824
H 2.26483 8.63320 13.29103
H 1.14495 7.33233 12.86148
H 2.02089 8.24877 11.59815
H 5.66647 7.68447 12.78455
H 4.99853 7.83252 11.16104
H 5.70993 6.28619 11.71836
H 3.63394 5.38078 14.72825
H 4.06654 4.36640 13.35620
H 2.35042 4.74534 13.70458
H -4.07892 -0.35603 -0.41750
H -4.65236 -1.90369 0.19513
H -3.57240 -1.91226 -1.12898
H -3.15931 0.68862 2.27764
H -2.19490 -0.31112 3.37413
H -3.88322 -0.71772 3.05842
H -2.07284 -3.84348 0.80864
H -2.73637 -3.52772 2.41850
H -1.03135 -3.25410 2.11344
Ge -0.36162 -3.08943 -4.06891
C -2.22714 -2.96104 -3.55140
C -3.10248 -1.97382 -4.03850
C -4.47113 -2.08565 -3.83466
C -4.98349 -3.18230 -3.15427
C -4.13282 -4.16334 -2.65277
C -2.76646 -4.05476 -2.84434
C 0.35980 -2.35339 -5.66168
C -0.16149 -1.21111 -6.27692
C 0.42020 -0.72508 -7.43382
C 1.52470 -1.37098 -7.98071
C 2.04817 -2.50440 -7.37589
C 1.46895 -2.99712 -6.21538
H 0.16397 -4.46397 -3.67289
H -2.72389 -1.13468 -4.60635
H -5.13717 -1.33013 -4.22942
H -6.05307 -3.27945 -3.02104
H -4.53864 -5.02104 -2.13321
H -2.11387 -4.84038 -2.47992
H -1.02018 -0.69610 -5.86510
H 0.00958 0.15017 -7.91923
H 1.97217 -0.99193 -8.88993
H 2.89908 -3.01027 -7.81148
H 1.87787 -3.88873 -5.75381
*
```

- highest occupied orbital energy (eV) = -15.20
- HOMO-LUMO gap (eV) = 5.83
- energy above the lowest of the compared OMol25 structures with the same formula, charge and spin (kJ/mol) = 0.0

(5)
Molecular formula: C28H35AuBN9O
Method: DFT, the ωB97M-V functional and the def2-TZVPD basis

The geometry in ORCA input format:
```
! RIJCOSX wB97M-V def2-TZVPD def2/J DEFGRID3
* xyz 2 3
Au 11.87422 7.75061 8.95725
C 10.09769 10.63321 7.62139
C 11.19610 10.90532 8.63190
C 11.68769 12.09217 9.12146
C 12.67391 11.75553 10.06986
C 13.56971 12.67186 10.81562
N 12.68306 10.40576 10.15155
N 11.79212 9.89532 9.25996
B 13.65919 9.48278 10.97752
N 12.97580 8.48135 11.98956
N 12.18167 7.49337 11.51982
C 11.98917 6.63699 12.52973
C 11.27595 5.34836 12.34175
C 12.66617 7.11110 13.65910
C 13.30418 8.26870 13.25701
C 14.15083 9.18527 14.10137
N 14.47138 8.62715 9.94958
N 13.87933 7.84323 8.99460
C 14.83714 7.33739 8.23657
C 14.54782 6.31674 7.16606
C 16.06866 7.75386 8.70814
C 15.80125 8.54686 9.80306
C 16.77001 9.30230 10.66834
H 10.00213 11.45945 6.94792
H 10.24234 9.73273 7.07185
H 9.12394 10.60401 8.15342
H 11.41800 13.09110 8.80771
H 13.27101 13.71071 10.60865
H 13.47563 12.47931 11.89434
H 14.61811 12.52000 10.56295
H 14.37960 10.18577 11.59624
H 11.78172 4.71573 11.61969
H 11.30685 4.83479 13.29829
H 10.25881 5.41675 11.96452
H 12.67624 6.64685 14.62949
H 14.28978 8.76186 15.09693
H 15.12834 9.30418 13.64466
H 13.68838 10.15502 14.21370
H 13.72358 6.65813 6.54987
H 15.43385 6.19085 6.55111
H 14.27462 5.41231 7.65506
H 17.03650 7.52774 8.27596
H 17.74545 9.09927 10.29566
H 16.56331 10.38158 10.69442
H 16.70553 8.94773 11.70179
C 11.21498 7.81128 18.35154
C 10.48849 7.85189 17.06158
C 9.95445 9.03748 16.49268
C 9.37461 9.04330 15.27142
C 9.21536 7.83418 14.53895
N 8.64685 7.74674 13.31491
C 7.66823 8.68991 12.87590
O 7.17931 9.44106 13.66559
N 7.26664 8.62447 11.59413
C 7.87214 7.98818 10.47828
C 7.06874 7.37987 9.53003
C 7.63859 6.77168 8.43166
C 9.01607 6.84692 8.29036
N 9.80253 7.50478 9.14890
C 9.24001 8.07616 10.22468
C 9.73158 6.64016 15.11571
C 10.32839 6.65991 16.33246
H 10.88350 8.58572 19.03309
H 12.26982 8.02131 18.12713
H 11.15996 6.82591 18.80815
H 10.05202 9.94454 17.04935
H 8.92233 9.94301 14.89847
H 8.64300 6.82820 12.86585
H 6.45840 9.20384 11.38890
H 6.00575 7.40177 9.68328
H 7.05799 6.23553 7.70091
H 9.50662 6.39520 7.43570
H 9.91006 8.63395 10.86139
H 9.57101 5.69203 14.57824
H 10.68492 5.73373 16.76444
*
```

- highest occupied orbital energy (alpha / beta) (eV) = -13.79 / -13.77
- HOMO-LUMO gap (alpha / beta) (eV) = 8.21 / 5.08

(6)
Molecular formula: C28H35BN10O7P2STi
Method: DFT, the ωB97M-V functional and the def2-TZVPD basis

The geometry in ORCA input format:
```
! RIJCOSX wB97M-V def2-TZVPD def2/J DEFGRID3
* xyz -1 2
Ti 0.45747 1.65677 0.05045
C 2.09964 -1.45457 -0.81710
C 1.07633 -1.54562 0.22207
C 0.64113 -2.65327 0.94947
C -0.32319 -2.09832 1.83185
C -1.22515 -2.90388 2.79247
N -0.37741 -0.79459 1.63336
N 0.52444 -0.45756 0.65213
B -1.09633 0.25361 2.47986
N 0.05537 1.15332 3.05680
N 0.82069 1.90353 2.17333
C 1.89211 2.27812 2.85364
C 2.99616 3.10119 2.29581
C 1.87380 1.69449 4.14540
C 0.70371 0.99124 4.18896
C 0.02779 0.36176 5.35843
N -2.05197 1.13044 1.66965
N -1.54859 2.00635 0.70208
C -2.55818 2.79735 0.31878
C -2.39483 3.68819 -0.81895
C -3.64266 2.49245 1.14408
C -3.31730 1.46499 1.91214
C -4.28530 0.79163 2.79221
H 3.02338 -1.22316 -0.35210
H 1.88031 -0.57133 -1.47733
H 2.18002 -2.41991 -1.40144
H 1.08604 -3.60854 0.93063
H -1.98362 -3.35839 2.20403
H -1.65721 -2.37751 3.60778
H -0.67138 -3.75016 3.24943
H -1.76185 -0.32887 3.31235
H 3.85138 2.50013 2.10690
H 3.24590 3.97335 2.87760
H 2.67028 3.50780 1.28673
H 2.57592 1.82465 5.00708
H -0.50241 -0.58467 5.18308
H -0.71367 1.08772 5.75035
H 0.81298 0.20272 6.06734
H -1.43877 4.27663 -0.86640
H -3.21735 4.33961 -1.02583
H -2.35312 3.01604 -1.63444
H -4.69019 2.94898 1.16493
H -4.27649 -0.29565 2.67434
H -5.28262 1.19470 2.63074
H -3.98138 0.90531 3.82369
O 2.73690 4.95474 -0.29472
P 1.55036 4.46449 -1.23214
O 0.85541 5.46342 -2.01181
O 0.68983 3.58222 -0.25732
O 2.33411 3.38356 -2.18000
P 3.25648 2.13842 -1.59664
O 4.45713 2.79954 -0.74647
O 3.79666 1.43071 -2.74750
O 2.38981 1.56423 -0.50344
H 3.52806 4.44786 -0.52736
H 5.20747 2.92525 -1.35142
S -0.37596 0.81212 -2.39979
C -0.52840 -0.93207 -2.64151
N -1.29460 -1.76561 -2.05027
N -2.20280 -1.24815 -1.20567
C -3.00762 -2.07664 -0.46597
C -2.91117 -3.45800 -0.46074
C -3.91021 -4.21446 0.11927
C -4.84569 -3.68294 0.95982
C -4.78942 -2.31559 1.13545
C -3.95863 -1.52538 0.46250
N 0.46426 -1.63812 -3.43106
N 1.30691 -0.93360 -4.03535
C 2.35381 -1.63996 -4.67326
C 2.45289 -3.05020 -4.81371
C 3.51128 -3.58135 -5.53929
C 4.42626 -2.77216 -6.12984
C 4.37307 -1.40585 -5.96990
C 3.36470 -0.85405 -5.23273
H -2.31209 -0.24973 -1.11312
H -2.20919 -3.83738 -1.16684
H -3.76848 -5.26766 -0.04963
H -5.58969 -4.31399 1.41682
H -5.48042 -1.72688 1.77878
H -3.98823 -0.48902 0.40172
H 1.68071 -3.60094 -4.27316
H 3.63015 -4.64278 -5.65352
H 5.25257 -3.21784 -6.66293
H 5.15797 -0.84861 -6.48474
H 3.25190 0.20531 -5.07884
*
```

- highest occupied orbital energy (alpha / beta) (eV) = -4.84 / -4.84
- HOMO-LUMO gap (alpha / beta) (eV) = 7.12 / 7.12
- energy above the lowest of the compared OMol25 structures with the same formula, charge and spin (kJ/mol) = 0.0

| no. | total energy (eV) | largest force on an atom (eV/A) |
| --- | --- | --- |
| 1 | -97930.92126 | 1.3 |
| 2 | -39624.08193 | 18.1 |
| 3 | -58811.47118 | 2.3 |
| 4 | -236211.54727 | 0.1 |
| 5 | -49418.67798 | 1.9 |
| 6 | -112056.43629 | 4.9 |